Computed, not measured: C5H7NO in the gas phase, with ωB97M-V/def2-TZVPD.

Last column: Löwdin charge in e.
Geometry (Å):
C -1.453 -1.383 0.161  -0.081
C -0.457 -0.295 0.527  -0.332
C 0.805 -0.263 -0.425  -0.274
C 1.806 0.839 -0.364  0.071
O 0.703 2.454 -0.636  -0.031
C -0.960 1.130 0.397  0.050
N -0.281 1.962 -0.075  -0.064
H -2.327 -1.363 0.816  0.081
H -0.967 -2.358 0.261  0.085
H -1.796 -1.278 -0.873  0.086
H -0.137 -0.420 1.568  0.137
H 1.439 -1.129 -0.157  0.134
H 0.459 -0.435 -1.452  0.109
H 1.964 1.113 0.697  0.030

Atomic forces in eV per Å
-0.05 -0.04 -0.02
0.08 -0.20 0.09
0.00 0.12 -0.16
-0.19 -0.10 0.21
-0.11 -0.14 0.09
0.53 0.61 -0.39
-0.33 -0.57 0.27
0.12 -0.01 -0.06
-0.09 0.11 -0.01
0.07 0.02 0.13
-0.07 0.08 -0.11
0.01 0.14 -0.02
0.01 0.00 0.13
0.01 -0.03 -0.13

Computed properties:
Calculated total energy = -324.444730 Eh
Energy above the lowest of the compared OMol25 structures with the same formula, charge and spin = 734.45 kJ/mol
LUMO = -0.63 eV

Computed, not measured: a molecular structure, C24H30NO6Ru, with ωB97M-V/def2-TZVPD.

Last column: Löwdin charge in e.
Geometry (Å):
C -0.107 -0.146 -3.268  -0.245
C -0.685 -1.151 -2.242  -0.077
C -0.281 1.278 -2.660  -0.058
C -1.439 1.112 -1.658  -0.243
H -0.496 2.007 -3.450  0.126
H 0.645 1.556 -2.131  0.123
C -1.172 -0.311 -1.057  -0.219
H 0.081 -1.880 -1.958  0.112
H -1.542 -1.680 -2.681  0.124
C -0.076 -0.288 0.042  -0.396
H -2.102 -0.713 -0.623  0.138
H -2.377 1.000 -2.237  0.148
C -1.645 2.197 -0.680  -0.307
C 1.347 -0.331 -3.639  -0.455
C -0.751 -0.243 -4.660  -0.422
O -1.452 0.658 -5.080  0.109
O 2.129 -1.104 -3.108  0.111
O 1.664 0.444 -4.694  -0.029
O -0.466 -1.306 -5.449  -0.029
C 0.025 -2.593 -4.990  -0.026
H -0.149 -2.782 -3.920  0.085
H 1.093 -2.672 -5.229  0.092
H -0.538 -3.315 -5.590  0.090
C 3.011 0.268 -5.143  -0.041
H 3.713 0.690 -4.409  0.102
H 3.063 0.806 -6.090  0.089
H 3.240 -0.799 -5.281  0.092
O -0.544 0.204 1.225  -0.305
H 0.839 0.248 -0.309  0.104
H 0.255 -1.346 0.159  0.095
C -2.976 2.363 -0.087  -0.084
C -0.547 3.086 -0.295  -0.078
H 0.016 3.479 -1.160  0.068
H 0.174 2.564 0.363  0.081
H -0.932 3.944 0.278  0.076
H -2.883 2.620 0.978  0.087
H -3.582 1.450 -0.178  0.077
H -3.537 3.185 -0.569  0.069
Ru 0.388 -0.195 3.747  1.221
C -1.843 -1.135 4.585  -0.209
C -2.401 -1.023 3.292  -0.183
C -1.504 -1.564 2.347  -0.193
H -3.396 -0.640 3.052  0.067
C -0.355 -2.085 3.054  -0.292
C -0.567 -1.824 4.476  -0.357
H 0.022 -2.267 5.277  0.080
H -2.301 -0.882 5.534  0.072
H -1.758 -1.857 1.335  0.076
H 0.383 -2.779 2.668  0.075
C 2.229 1.224 3.622  -0.246
C 2.328 0.083 4.515  -0.296
C 2.303 -1.111 3.688  -0.299
H 2.480 0.093 5.593  0.085
C 2.303 -0.681 2.313  -0.224
C 2.302 0.739 2.283  -0.199
H 2.314 1.354 1.384  0.073
H 2.135 2.262 3.942  0.070
H 2.390 -2.136 4.047  0.084
H 2.355 -1.342 1.454  0.077
O -0.394 1.275 7.605  -0.051
C -0.272 1.082 6.429  -0.534
N -0.158 0.912 5.239  -0.083

Atomic forces in eV per Å
0.41 0.11 -0.88
-0.38 0.19 -0.32
-0.20 -0.15 0.01
-0.06 -0.86 -0.30
0.14 -0.14 0.27
-0.35 -0.11 -0.17
0.60 0.27 0.23
-0.14 0.09 0.11
0.21 -0.02 -0.08
-0.73 0.16 1.57
0.41 0.08 0.01
0.19 0.11 -0.10
0.17 -0.24 -0.57
0.73 -1.36 1.40
-1.14 1.47 0.44
0.62 -1.47 -0.25
-0.64 1.04 -0.83
0.65 -0.14 0.18
-0.39 -0.28 0.02
-0.11 0.37 -0.04
0.14 0.22 -0.50
-0.27 0.03 0.18
0.15 0.02 0.17
0.12 0.07 0.00
-0.19 -0.15 -0.26
0.10 -0.06 0.12
-0.08 0.36 0.04
0.33 0.94 -0.95
-0.01 -0.04 -0.36
0.10 -0.23 -0.15
-0.48 0.06 0.50
0.61 0.56 0.48
-0.11 -0.03 0.16
-0.17 0.04 -0.09
0.16 -0.14 -0.13
-0.14 -0.17 -0.16
0.13 0.20 0.10
-0.05 -0.03 0.03
-1.10 -0.04 -3.39
-0.14 -1.63 0.01
-0.31 -0.32 -0.15
-0.48 -1.63 0.94
0.44 0.14 0.10
-1.36 -0.75 0.15
-1.70 -1.17 -0.11
-0.28 0.03 0.01
0.06 0.30 -0.23
0.11 0.40 0.03
-0.10 0.13 -0.13
1.83 0.11 -0.28
1.48 -0.02 -0.83
1.98 0.56 -0.04
-0.35 0.10 -0.31
1.14 -0.07 0.39
0.08 0.28 0.59
-0.26 -0.19 0.26
0.11 -0.37 -0.18
0.00 0.27 -0.11
-0.27 0.16 0.13
-0.11 0.07 1.12
0.27 -0.19 -3.39
-1.38 3.01 5.53

Computed properties:
Charge = -2
Calculated total energy = -1533.336787 Eh
2S+1 = 6
LUMO (spin up / spin down) = 3.95 / 3.95 eV

Computed, not measured: C4H7NO2 in the gas phase, with ωB97M-V/def2-TZVPD.

Last column: Löwdin charge in e.
Geometry (Å):
C -0.092 0.531 2.134  0.003
C 0.122 -0.035 0.754  -0.485
N 1.114 -0.656 0.266  0.164
O -0.948 0.191 -0.049  -0.047
C -0.825 -0.441 -1.320  -0.154
C 0.285 0.173 -2.155  -0.260
O 0.742 -0.369 -3.129  0.055
H -1.122 0.355 2.458  0.086
H 0.594 0.069 2.847  0.081
H 0.075 1.614 2.138  0.089
H 1.885 -0.804 0.904  0.071
H -0.607 -1.505 -1.200  0.129
H -1.787 -0.309 -1.822  0.137
H 0.608 1.187 -1.834  0.130

Atomic forces in eV per Å
0.04 -0.06 0.01
0.24 -0.08 0.02
-0.17 0.12 0.14
0.08 -0.05 0.07
-0.02 -0.13 -0.16
0.04 -0.19 -0.33
-0.22 0.28 0.37
0.16 0.00 -0.09
-0.07 0.08 -0.13
-0.02 -0.18 -0.09
-0.09 0.13 0.24
-0.10 0.11 -0.08
0.13 0.07 0.06
0.01 -0.12 -0.03

Computed properties:
Calculated total energy = -361.829936 Eh
SMILES = [H]/N=C(\C)OCC=O
Energy above the lowest of the compared OMol25 structures with the same formula, charge and spin = 133.69 kJ/mol
LUMO = 0.82 eV

Computed, not measured: C4H11NS2 in the gas phase, with ωB97M-V/def2-TZVPD.

Last column: Löwdin charge in e.
Geometry (Å):
S 2.801 3.332 -0.383  0.312
S 1.894 1.495 -0.598  0.414
C 0.110 1.928 -0.617  -0.499
C -0.772 0.763 -0.128  -0.304
N -0.173 -0.553 -0.080  -0.123
C -0.916 -1.524 0.698  -0.302
C -0.308 -2.898 0.571  -0.099
H 2.741 3.685 -1.677  -0.198
H -0.083 2.225 -1.639  0.061
H -0.041 2.737 0.093  0.059
H -1.661 0.736 -0.761  0.112
H -1.125 1.039 0.875  0.106
H 0.806 -0.505 0.093  0.028
H -0.999 -1.208 1.754  0.113
H -1.919 -1.489 0.274  0.112
H -0.227 -3.113 -0.478  0.066
H -0.857 -3.659 1.119  0.071
H 0.727 -2.991 0.884  0.068

Atomic forces in eV per Å
-0.24 -0.26 -0.10
0.09 0.28 0.20
0.56 -0.58 0.28
-0.24 0.03 0.41
-0.32 0.22 -1.09
0.40 0.71 0.28
0.23 -0.13 -0.11
0.10 0.10 0.00
-0.37 0.14 -0.05
0.14 0.29 -0.35
-0.10 -0.09 -0.04
-0.07 0.06 0.10
0.56 -0.25 0.57
-0.05 -0.10 -0.05
-0.24 -0.35 0.13
-0.42 -0.48 -0.57
-0.22 -0.06 -0.17
0.21 0.48 0.53

Computed properties:
Calculated total energy = -1010.111697 Eh
SMILES = CCNCCSS
Energy above the lowest of the compared OMol25 structures with the same formula, charge and spin = 70.06 kJ/mol
LUMO = 0.61 eV

Computed, not measured: a molecular structure, C3H7N3O, with ωB97M-V/def2-TZVPD.

Last column: Löwdin charge in e.
Geometry (Å):
C 1.392 0.951 -0.696  -0.119
N 0.663 -0.070 -1.201  -0.020
C 0.216 -0.567 0.003  -0.483
N 0.359 -1.888 0.311  0.158
C -1.104 -0.031 0.565  -0.512
O -1.598 -0.558 1.547  0.049
N -1.656 0.997 -0.122  0.173
H 2.311 0.745 -0.138  0.072
H 0.822 0.594 0.668  0.191
H 1.436 1.905 -1.240  0.077
H -0.151 -2.215 1.121  0.100
H 1.230 -2.337 0.080  0.104
H -1.348 1.174 -1.065  0.097
H -2.573 1.300 0.168  0.115

Atomic forces in eV per Å
0.14 0.13 -0.25
0.05 0.07 0.28
-0.16 -0.18 -0.10
0.12 0.00 0.08
-0.03 -0.01 0.21
0.14 0.20 -0.33
-0.09 -0.07 0.00
-0.19 0.00 0.02
-0.02 -0.04 0.01
-0.01 -0.12 0.07
0.06 0.02 -0.12
-0.13 0.07 0.02
-0.02 -0.03 0.14
0.13 -0.04 -0.03

Computed properties:
Calculated total energy = -357.914983 Eh
Energy above the lowest of the compared OMol25 structures with the same formula, charge and spin = 354.15 kJ/mol
LUMO (spin up / spin down) = 0.34 / 0.34 eV

Computed, not measured: 2 unconnected molecules or ions with the total composition C3H4N2O, with ωB97M-V/def2-TZVPD.

Last column: Löwdin charge in e.
Geometry (Å):
C 2.552 -0.506 2.169  0.003
C -1.338 0.038 0.293  0.018
C 1.940 0.488 2.697  -0.263
N -2.416 0.929 -1.803  0.010
N -1.773 0.419 -0.756  -0.221
O 1.374 1.329 3.308  0.138
H 3.499 -0.919 2.503  0.072
H -3.361 1.265 -1.701  0.095
H -2.497 0.156 -2.513  0.122
H 2.184 -1.190 1.506  0.025

Atomic forces in eV per Å
2.17 -0.60 0.60
-0.88 1.06 -2.86
-1.81 2.10 2.42
0.17 -1.34 -3.10
0.48 -1.03 4.03
1.21 -1.36 -1.62
0.09 0.90 0.48
-0.07 0.11 1.19
0.34 1.19 0.75
-1.70 -1.03 -1.90

Computed properties:
Calculated total energy = -301.323094 Eh
Energy above the lowest of the compared OMol25 structures with the same formula, charge and spin = 430.94 kJ/mol
LUMO = 0.70 eV

Please write out number 5 again, unchanged.
Computed, not measured: a molecular structure, C3H7N3O, with ωB97M-V/def2-TZVPD.

Last column: Löwdin charge in e.
Geometry (Å):
C 1.392 0.951 -0.696  -0.119
N 0.663 -0.070 -1.201  -0.020
C 0.216 -0.567 0.003  -0.483
N 0.359 -1.888 0.311  0.158
C -1.104 -0.031 0.565  -0.512
O -1.598 -0.558 1.547  0.049
N -1.656 0.997 -0.122  0.173
H 2.311 0.745 -0.138  0.072
H 0.822 0.594 0.668  0.191
H 1.436 1.905 -1.240  0.077
H -0.151 -2.215 1.121  0.100
H 1.230 -2.337 0.080  0.104
H -1.348 1.174 -1.065  0.097
H -2.573 1.300 0.168  0.115

Atomic forces in eV per Å
0.14 0.13 -0.25
0.05 0.07 0.28
-0.16 -0.18 -0.10
0.12 0.00 0.08
-0.03 -0.01 0.21
0.14 0.20 -0.33
-0.09 -0.07 0.00
-0.19 0.00 0.02
-0.02 -0.04 0.01
-0.01 -0.12 0.07
0.06 0.02 -0.12
-0.13 0.07 0.02
-0.02 -0.03 0.14
0.13 -0.04 -0.03

Computed properties:
Calculated total energy = -357.914983 Eh
Energy above the lowest of the compared OMol25 structures with the same formula, charge and spin = 354.15 kJ/mol
LUMO (spin up / spin down) = 0.34 / 0.34 eV